Record 1
Computed, not measured: one molecule with the formula C14H16N4O3S, with ωB97M-V with the def2-TZVPD basis set.

The energy above the lowest of the compared OMol25 structures with the same formula, charge and spin is 0.000 eV. The calculation puts the frontier orbital gap at 8.912 eV. Its charge is 0. The calculation puts the LUMO energy at 0.0132 hartree. The calculation puts the HOMO energy at -8.6 eV. The value obtained for the molar mass is 320.4 g mol⁻¹. As for the SMILES: CC(C)C[C@@H]1NC(=O)N(Cc2cc(=O)n3ccsc3n2)C1=O. For the total energy, the calculation gives -1386.104741 a.u.

Element x y z (Å)
C -1.033 -2.941 -0.804
C -2.379 -2.548 -0.197
C -2.165 -1.703 1.054
C -3.337 -1.894 -1.206
C -2.949 -0.543 -1.826
N -1.690 -0.510 -2.520
C -0.853 0.447 -2.063
O 0.269 0.691 -2.425
N -1.562 1.146 -1.076
C -0.953 2.188 -0.287
C 0.353 1.705 0.282
C 1.420 2.531 0.483
C 2.661 2.045 1.004
O 3.675 2.660 1.245
N 2.623 0.637 1.244
C 3.681 -0.104 1.714
C 3.394 -1.405 1.860
S 1.752 -1.764 1.403
C 1.499 -0.091 1.016
N 0.382 0.383 0.571
C -2.791 0.603 -0.830
O -3.594 1.002 -0.028
H -0.497 -3.587 -0.112
H -0.414 -2.067 -0.986
H -1.168 -3.484 -1.738
H -2.887 -3.474 0.106
H -1.503 -0.866 0.850
H -3.110 -1.319 1.431
H -1.703 -2.308 1.832
H -3.502 -2.596 -2.028
H -4.296 -1.732 -0.708
H -3.765 -0.264 -2.512
H -1.410 -1.195 -3.198
H -1.660 2.423 0.516
H -0.787 3.079 -0.899
H 1.372 3.580 0.243
H 4.607 0.403 1.915
H 4.036 -2.188 2.206

Record 2
Computed, not measured: one molecule with the formula C14H16N4O6 at a distorted geometry, with ωB97M-V with the def2-TZVPD basis set.

The calculation puts the frontier orbital gap at 8.984 eV. Its charge is 0. The calculation puts the LUMO energy at 0.0210 hartree. The calculation puts the HOMO energy at -8.4 eV. The value obtained for the molar mass is 336.3 g mol⁻¹. As for the SMILES: COC(=O)c1nc(NC(=O)c2cc(OC)c(OC)c(OC)c2)n[nH]1. For the total energy, the calculation gives -1213.534519 a.u.

Element x y z (Å)
C -7.514 -1.733 0.663
O -6.248 -1.129 0.439
C -6.266 0.117 -0.002
O -7.266 0.763 -0.222
C -4.919 0.671 -0.211
N -3.744 0.106 -0.019
C -2.869 1.064 -0.371
N -1.507 0.959 -0.339
C -0.771 -0.161 -0.009
O -1.266 -1.226 0.267
C 0.701 0.059 -0.052
C 1.310 1.293 0.094
C 2.699 1.417 0.072
O 3.123 2.700 0.227
C 4.476 3.018 0.473
C 3.502 0.281 -0.121
O 4.862 0.446 -0.200
C 5.710 -0.502 0.418
C 2.873 -0.974 -0.277
O 3.691 -2.044 -0.500
C 3.107 -3.320 -0.627
C 1.494 -1.073 -0.221
N -3.446 2.197 -0.771
N -4.747 1.934 -0.664
H -7.309 -2.748 0.993
H -8.102 -1.737 -0.257
H -8.067 -1.184 1.429
H -1.024 1.793 -0.638
H 0.755 2.199 0.278
H 4.482 4.096 0.638
H 5.112 2.772 -0.378
H 4.852 2.514 1.367
H 6.649 0.023 0.597
H 5.298 -0.847 1.369
H 5.890 -1.362 -0.229
H 3.941 -4.005 -0.773
H 2.439 -3.371 -1.492
H 2.558 -3.603 0.276
H 0.991 -2.020 -0.325
H -5.451 2.616 -0.902

Record 3
Computed, not measured: a 2-piece molecular cluster, C14H16O overall at a distorted geometry, with ωB97M-V with the def2-TZVPD basis set.

The energy above the lowest of the compared OMol25 structures with the same formula, charge and spin is 0.205 eV. The calculation puts the frontier orbital gap (alpha / beta) at 2.338 / 6.623 eV. Its charge is -1. The calculation puts the LUMO energy (alpha / beta) at 0.1140 / 0.1116 hartree. The calculation puts the HOMO energy (alpha / beta) at 0.8 / -3.6 eV. The value obtained for the molar mass is 200.3 g mol⁻¹. Its spin multiplicity is 2. For the total energy, the calculation gives -618.259839 a.u.

Element x y z (Å)
C -2.772 -0.905 2.170
C -3.663 1.248 1.180
C -2.909 0.078 1.052
C -3.658 2.209 0.188
C -2.983 1.990 -1.013
C -2.341 -0.163 -0.188
C -2.354 0.773 -1.211
H -4.276 1.438 2.056
H -4.263 3.103 0.308
H -2.634 -0.385 3.127
H -1.917 -1.555 2.009
H -2.878 2.806 -1.713
H -1.830 -1.109 -0.333
H -1.838 0.550 -2.134
H -3.674 -1.518 2.308
C 3.701 1.748 -0.532
C 1.746 0.167 -0.506
C 3.140 0.341 -0.558
C 1.264 -1.200 -0.539
C 2.145 -2.253 -0.402
C 4.016 -0.730 -0.526
C 3.527 -2.084 -0.479
O 1.675 -3.545 -0.212
H 1.069 1.001 -0.644
H 0.207 -1.434 -0.639
H 4.755 1.753 -0.795
H 3.620 2.201 0.459
H 5.074 -0.518 -0.620
H 0.737 -3.486 0.037
H 4.179 -2.923 -0.648
H 3.136 2.404 -1.201

Record 4
Computed, not measured: a 2-piece molecular cluster, C14H16O overall at a distorted geometry, with ωB97M-V with the def2-TZVPD basis set.

The energy above the lowest of the compared OMol25 structures with the same formula, charge and spin is 0.340 eV. The calculation puts the frontier orbital gap at 9.123 eV. Its charge is 0. The calculation puts the LUMO energy at 0.0296 hartree. The calculation puts the HOMO energy at -8.3 eV. The value obtained for the molar mass is 200.3 g mol⁻¹. As for the SMILES: Cc1ccc(O)cc1.Cc1ccccc1. For the total energy, the calculation gives -618.303512 a.u.

Element x y z (Å)
C 2.631 -2.326 4.027
C 2.191 -1.919 2.641
C 2.707 -0.759 2.052
C 2.377 -0.450 0.743
C 1.534 -1.271 0.007
O 1.289 -0.851 -1.264
C 0.981 -2.406 0.567
C 1.366 -2.717 1.873
H 2.142 -1.752 4.817
H 3.693 -2.127 4.123
H 2.389 -3.364 4.246
H 3.486 -0.184 2.545
H 2.734 0.460 0.286
H 0.830 -1.481 -1.820
H 0.299 -3.059 0.042
H 0.930 -3.602 2.320
C -2.835 2.441 -3.834
C -2.309 2.031 -2.467
C -1.585 2.937 -1.697
C -1.133 2.563 -0.432
C -1.397 1.291 0.041
C -2.221 0.422 -0.666
C -2.672 0.795 -1.922
H -2.356 1.839 -4.609
H -2.629 3.493 -4.019
H -3.912 2.258 -3.862
H -1.299 3.875 -2.149
H -0.633 3.285 0.208
H -1.027 1.035 1.026
H -2.476 -0.529 -0.209
H -3.096 0.070 -2.616

Record 5
Computed, not measured: a 2-piece molecular cluster, C14H16O overall at a distorted geometry, with ωB97M-V with the def2-TZVPD basis set.

The energy above the lowest of the compared OMol25 structures with the same formula, charge and spin is 3.056 eV. The calculation puts the frontier orbital gap at 8.807 eV. Its charge is 0. The calculation puts the LUMO energy at 0.0221 hartree. The calculation puts the HOMO energy at -8.2 eV. The value obtained for the molar mass is 200.3 g mol⁻¹. As for the SMILES: Cc1ccc(O)cc1.Cc1ccccc1. For the total energy, the calculation gives -618.203676 a.u.

Element x y z (Å)
C 3.481 1.631 -0.739
C 2.948 0.243 -0.821
C 1.580 0.005 -0.508
C 0.998 -1.272 -0.193
C 2.042 -2.257 -0.049
O 1.666 -3.473 0.269
C 3.365 -2.108 -0.453
C 3.786 -0.805 -0.909
H 3.906 2.124 -1.695
H 4.180 1.805 0.082
H 2.569 2.339 -0.806
H 0.971 0.845 -0.276
H -0.064 -1.436 -0.079
H 0.708 -3.682 0.112
H 4.184 -2.975 -0.412
H 4.854 -0.740 -1.107
C -2.629 -0.915 2.133
C -2.757 0.209 1.080
C -3.523 1.333 1.133
C -3.684 2.193 0.067
C -2.873 2.108 -1.018
C -1.845 1.160 -0.994
C -1.947 0.108 -0.085
H -2.149 -0.609 2.928
H -2.047 -1.784 1.736
H -3.602 -1.319 2.261
H -3.939 1.556 2.152
H -4.496 2.895 0.136
H -2.936 2.894 -1.810
H -1.262 0.787 -1.852
H -1.486 -0.863 -0.283

Record 6
Computed, not measured: a 2-piece molecular cluster, C14H16O overall at a distorted geometry, with ωB97M-V with the def2-TZVPD basis set.

The energy above the lowest of the compared OMol25 structures with the same formula, charge and spin is 0.917 eV. The calculation puts the frontier orbital gap at 9.117 eV. Its charge is 0. The calculation puts the LUMO energy at 0.0269 hartree. The calculation puts the HOMO energy at -8.4 eV. The value obtained for the molar mass is 200.3 g mol⁻¹. As for the SMILES: Cc1ccc(O)cc1.Cc1ccccc1. For the total energy, the calculation gives -618.282291 a.u.

Element x y z (Å)
C -0.597 2.784 1.447
C -0.070 1.433 1.944
C -0.365 0.308 1.194
C 0.307 -0.890 1.488
C 1.208 -0.971 2.533
O 1.825 -2.132 2.933
C 1.469 0.167 3.278
C 0.793 1.356 3.031
H -1.570 2.996 1.887
H -0.571 2.785 0.361
H 0.082 3.562 1.778
H -0.947 0.224 0.292
H 0.236 -1.736 0.824
H 2.027 -2.679 2.161
H 2.166 0.103 4.098
H 0.925 2.113 3.782
C 1.677 -1.048 -1.867
C 0.232 -0.796 -2.169
C -0.180 0.251 -2.974
C -1.507 0.689 -2.918
C -2.465 -0.080 -2.289
C -2.088 -1.283 -1.678
C -0.751 -1.646 -1.627
H 1.877 -2.065 -1.501
H 1.994 -0.363 -1.070
H 2.357 -0.922 -2.715
H 0.559 0.704 -3.622
H -1.751 1.636 -3.388
H -3.485 0.244 -2.194
H -2.858 -2.048 -1.569
H -0.529 -2.695 -1.453